1.
Computed, not measured: a 3-piece molecular cluster, C12H29IO11P2 overall at a distorted geometry, with ωB97M-V/def2-TZVPD.

Net charge = 0
Spin multiplicity = 1

Structure (XYZ):
```
55
Properties=species:S:1:pos:R:3:forces:R:3
C -1.738 7.327 2.025 0.4 -0.3 0.7
O -3.048 6.753 1.716 1.2 0.4 -1.2
C -2.951 6.095 0.435 0.9 -1.1 -0.4
C -3.603 4.616 0.402 -1.4 1.4 -1.0
O -3.785 4.013 1.695 1.1 -1.2 -1.2
C -3.081 2.776 1.863 1.4 -0.9 0.9
C -1.951 3.034 3.017 -1.0 -0.4 0.4
C -0.723 1.995 2.891 1.0 2.0 -4.5
O -0.081 2.028 1.813 -2.3 -0.8 4.7
I -0.185 0.624 4.533 -0.4 0.7 -0.7
H -1.798 8.041 2.926 -0.2 -1.2 -1.4
H -1.058 6.440 2.296 -0.7 1.4 -0.3
H -1.272 7.882 1.144 -0.8 -0.7 1.1
H -3.412 6.682 -0.435 0.5 -0.5 1.4
H -1.835 5.962 0.186 -1.5 0.2 0.3
H -3.005 4.009 -0.352 -0.6 0.5 1.2
H -4.658 4.740 -0.055 1.6 -0.3 0.8
H -3.757 1.908 2.204 0.7 1.6 -0.5
H -2.509 2.401 0.953 -0.9 0.8 0.8
H -2.509 2.941 4.012 1.2 0.2 -1.2
H -1.613 4.124 2.850 -0.1 -1.9 0.4
C 0.584 -1.762 1.467 0.1 0.4 0.0
O -0.165 -2.818 0.864 1.3 -0.4 3.3
P 0.478 -4.380 1.196 -2.8 -3.7 -8.8
O 1.054 -4.508 -0.206 0.8 0.5 1.9
O -1.027 -5.048 1.243 0.6 0.5 1.2
C -2.215 -4.302 1.043 -0.5 0.2 0.1
O 1.112 -5.902 1.673 0.1 2.7 2.2
C 0.931 -6.211 3.052 -0.1 -0.3 0.6
H 0.128 -0.807 1.199 0.0 -0.1 0.0
H 0.562 -1.870 2.554 0.1 0.3 0.0
H 1.619 -1.781 1.113 0.0 0.1 0.0
H -2.250 -3.891 0.033 0.1 0.1 0.1
H -2.301 -3.506 1.786 -0.1 0.0 -0.2
H -3.068 -4.971 1.171 0.2 -0.2 0.0
H -0.132 -6.267 3.303 0.1 0.0 0.0
H 1.413 -5.450 3.675 0.0 -0.2 0.1
H 1.390 -7.179 3.261 0.0 0.1 -0.2
C 5.360 -0.681 -3.700 0.3 0.1 0.1
O 4.145 -0.586 -4.440 0.0 -1.3 3.3
P 3.150 -1.985 -4.291 -3.6 0.2 -9.3
O 3.511 -2.465 -5.688 0.8 -0.4 1.7
O 1.770 -1.085 -4.350 0.5 -0.1 1.2
C 1.768 0.326 -4.479 -0.1 0.4 0.1
O 2.183 -3.368 -3.983 2.2 1.6 2.3
C 1.679 -3.452 -2.649 -0.3 -0.2 0.5
H 5.941 0.229 -3.857 -0.1 -0.1 -0.1
H 5.138 -0.778 -2.634 0.3 0.1 0.0
H 5.943 -1.544 -4.037 0.1 0.1 0.0
H 2.202 0.629 -5.434 0.1 0.0 0.1
H 2.303 0.790 -3.648 0.0 0.1 -0.2
H 0.734 0.673 -4.447 0.0 -0.3 0.0
H 1.024 -2.603 -2.426 0.0 -0.1 0.0
H 2.507 -3.470 -1.936 -0.3 -0.2 0.1
H 1.104 -4.371 -2.544 0.2 0.1 -0.1
```
Positions in Å, forces in eV/Å.

Here is what Löwdin gives for the atomic charges, in e: number 1, C, carries -0.11; number 2, O, carries -0.21; number 3, C, carries -0.20; number 4, C, carries -0.17; number 5, O, carries -0.16; number 6, C, carries -0.20; number 7, C, carries -0.13; number 8, C, carries -0.73; number 9, O, carries -0.06; number 10, I, carries 0.75; number 11, H, carries 0.10; number 12, H, carries 0.09; number 13, H, carries 0.10; number 14, H, carries 0.13; number 15, H, carries 0.12; number 16, H, carries 0.13; number 17, H, carries 0.13; number 18, H, carries 0.14; number 19, H, carries 0.12; number 20, H, carries 0.11; number 21, H, carries 0.12; number 22, C, carries -0.15; number 23, O, carries -0.28; number 24, P, carries 0.73; number 25, O, carries -0.27; number 26, O, carries -0.25; number 27, C, carries -0.12; number 28, O, carries -0.24; number 29, C, carries -0.15; number 30, H, carries 0.08; number 31, H, carries 0.04; number 32, H, carries 0.09; number 33, H, carries 0.09; number 34, H, carries 0.08; number 35, H, carries 0.09; number 36, H, carries 0.08; number 37, H, carries 0.08; number 38, H, carries 0.09; number 39, C, carries -0.15; number 40, O, carries -0.29; number 41, P, carries 0.71; number 42, O, carries -0.27; number 43, O, carries -0.26; number 44, C, carries -0.12; number 45, O, carries -0.24; number 46, C, carries -0.17; number 47, H, carries 0.09; number 48, H, carries 0.08; number 49, H, carries 0.08; number 50, H, carries 0.09; number 51, H, carries 0.08; number 52, H, carries 0.09; number 53, H, carries 0.08; number 54, H, carries 0.07; number 55, H, carries 0.08


2.
Computed, not measured: C42H51N10O2PTl as an isolated structure, with ωB97M-V/def2-TZVPD.

Net charge = +1
Energy above the lowest of the compared OMol25 structures with the same formula, charge and spin = 0.0 kcal per mole
Spin multiplicity = 1

Structure (XYZ):
```
107
Properties=species:S:1:pos:R:3:forces:R:3
Tl -0.351 0.033 -0.073 -0.1 0.0 0.1
O -2.758 0.344 3.505 0.1 0.0 0.0
C -1.852 0.527 2.690 -0.2 0.0 -0.2
N -1.951 0.809 1.391 0.4 0.1 -0.1
C -3.125 1.267 0.787 -0.2 -0.1 -0.1
C -4.105 1.976 1.488 0.0 -0.2 0.1
C -5.189 2.528 0.829 0.0 0.0 0.0
C -5.292 2.407 -0.549 -0.1 0.0 0.0
C -4.334 1.703 -1.259 0.0 -0.1 0.0
C -3.259 1.096 -0.606 -0.3 0.0 0.1
N -2.276 0.353 -1.277 0.3 0.0 0.0
C -2.563 -0.348 -2.382 -0.1 0.2 0.2
O -3.658 -0.508 -2.914 0.0 0.0 0.0
C -1.372 -1.014 -3.038 0.0 -0.2 -0.2
C -1.543 -1.527 -4.319 0.0 0.0 0.0
C -0.481 -2.158 -4.939 0.0 0.0 0.0
C 0.719 -2.266 -4.251 0.0 0.0 0.0
C 0.803 -1.729 -2.980 0.0 0.0 0.0
N -0.215 -1.110 -2.381 0.0 0.0 -0.1
C -0.427 0.493 3.188 0.1 0.0 0.2
C -0.215 0.698 4.547 0.0 0.0 0.0
C 1.080 0.825 5.015 0.0 0.0 -0.1
C 2.121 0.736 4.103 0.0 0.0 0.1
C 1.820 0.500 2.774 0.1 -0.1 0.0
N 0.575 0.370 2.318 0.0 0.1 0.0
H -4.012 2.072 2.560 0.0 0.0 0.0
H -5.952 3.049 1.391 0.0 0.0 0.0
H -6.136 2.835 -1.074 0.0 0.0 0.0
H -4.430 1.593 -2.328 0.0 -0.1 0.0
H -2.510 -1.420 -4.787 0.0 0.0 0.0
H -0.585 -2.558 -5.939 0.0 0.0 0.0
H 1.578 -2.758 -4.685 0.0 0.0 0.0
H 1.722 -1.787 -2.416 0.0 0.0 0.0
H -1.078 0.772 5.193 0.0 0.0 0.0
H 1.276 1.006 6.064 0.0 0.0 0.0
H 3.151 0.848 4.414 0.0 0.0 0.0
H 2.612 0.419 2.046 -0.2 0.0 0.2
C -2.230 4.206 -0.121 -0.1 0.2 0.0
N -0.886 3.651 -0.083 0.1 -0.1 0.1
C -0.252 3.712 1.225 0.0 0.0 0.0
C -0.323 3.013 -1.123 -0.2 0.1 -0.1
N 0.580 2.054 -0.885 0.0 -0.3 0.3
C 1.670 1.824 -1.730 0.1 0.1 0.0
C 2.155 2.746 -2.666 0.0 0.0 0.1
C 3.245 2.464 -3.470 0.0 0.0 0.0
C 3.884 1.238 -3.366 0.0 0.0 0.0
C 3.462 0.343 -2.399 0.1 0.0 0.1
C 2.403 0.638 -1.541 0.2 0.0 -0.1
N 2.019 -0.276 -0.537 -0.4 -0.1 0.2
C 2.923 -0.885 0.200 0.2 -0.1 0.0
N 4.120 -0.336 0.560 0.0 0.0 -0.2
C 4.350 1.097 0.640 0.0 0.0 -0.2
C 5.329 -1.140 0.651 0.0 0.0 0.0
N 2.690 -2.134 0.688 -0.3 0.1 0.1
C 3.041 -2.519 2.049 0.1 -0.1 0.1
C 1.848 -3.076 -0.035 0.1 0.0 -0.1
N -0.751 3.346 -2.364 0.1 0.0 0.0
C -0.731 2.395 -3.458 0.0 0.0 -0.1
C -1.084 4.710 -2.741 0.0 0.1 0.0
H -2.785 3.840 0.743 0.1 0.1 -0.1
H -2.760 3.880 -1.012 0.0 0.0 0.1
H -2.207 5.298 -0.082 0.0 0.0 0.0
H -0.810 3.114 1.946 0.0 0.0 0.0
H -0.240 4.750 1.567 0.0 0.0 0.0
H 0.764 3.338 1.163 0.1 0.0 0.0
H 1.680 3.715 -2.747 0.0 0.0 0.0
H 3.591 3.203 -4.180 0.0 0.0 0.0
H 4.707 0.990 -4.023 0.0 0.0 0.0
H 3.977 -0.606 -2.288 0.0 0.0 0.0
H 4.917 1.303 1.551 0.0 0.0 0.0
H 3.409 1.639 0.679 0.0 0.0 -0.1
H 4.919 1.463 -0.217 0.0 0.0 0.0
H 5.123 -2.170 0.375 0.0 0.0 0.0
H 5.749 -1.117 1.659 0.0 0.0 0.0
H 6.078 -0.739 -0.038 0.0 0.0 0.0
H 3.615 -1.737 2.537 0.0 0.0 0.0
H 3.628 -3.440 2.053 0.0 0.0 0.0
H 2.129 -2.690 2.631 0.0 0.0 0.0
H 0.946 -2.606 -0.420 0.0 0.0 0.0
H 1.560 -3.874 0.641 0.0 0.0 0.0
H 2.396 -3.519 -0.872 0.0 0.0 0.0
H -0.626 1.388 -3.069 0.0 0.0 0.0
H 0.085 2.590 -4.159 0.0 0.1 0.0
H -1.679 2.467 -3.994 0.0 0.0 0.0
H -0.849 5.394 -1.929 0.0 0.0 0.0
H -2.137 4.814 -3.009 0.0 0.0 0.0
H -0.484 4.989 -3.611 0.0 0.0 0.0
C -3.413 -2.068 1.055 0.1 0.1 0.0
P -1.672 -2.391 0.613 0.0 -0.2 -0.1
C -1.892 -3.532 -0.801 0.1 0.1 0.1
C -1.091 -3.447 1.980 0.0 0.1 -0.1
C -1.141 -2.940 3.279 0.0 -0.1 0.0
C -0.645 -3.682 4.339 0.0 0.0 0.1
C -0.094 -4.938 4.118 0.0 0.0 0.0
C -0.068 -5.459 2.833 0.0 0.0 0.0
C -0.562 -4.718 1.768 0.0 0.0 0.0
H -3.905 -3.027 1.221 0.0 0.0 0.0
H -3.894 -1.545 0.227 0.0 0.0 0.0
H -3.491 -1.457 1.953 0.0 0.0 0.0
H -2.451 -3.001 -1.572 0.0 0.0 0.0
H -2.473 -4.399 -0.484 0.0 0.0 0.0
H -0.939 -3.856 -1.219 0.0 0.0 0.0
H -1.603 -1.981 3.477 0.0 0.1 0.0
H -0.698 -3.283 5.344 0.0 0.0 0.0
H 0.302 -5.514 4.944 0.0 0.0 0.0
H 0.330 -6.450 2.655 0.0 0.0 0.0
H -0.543 -5.144 0.772 0.0 0.0 0.0
```
Positions in Å, forces in eV/Å.

These are the Löwdin partial charges, in e, on atoms 1 to 99: number 1, Tl, carries 0.93; number 2, O, carries 0.03; number 3, C, carries -0.54; number 4, N, carries 0.01; number 5, C, carries -0.25; number 6, C, carries -0.04; number 7, C, carries -0.08; number 8, C, carries -0.08; number 9, C, carries -0.03; number 10, C, carries -0.24; number 11, N, carries 0.02; number 12, C, carries -0.52; number 13, O, carries 0.04; number 14, C, carries -0.23; number 15, C, carries 0.02; number 16, C, carries -0.03; number 17, C, carries -0.03; number 18, C, carries -0.13; number 19, N, carries 0.06; number 20, C, carries -0.21; number 21, C, carries 0.02; number 22, C, carries -0.03; number 23, C, carries -0.03; number 24, C, carries -0.13; number 25, N, carries 0.09; number 26, H, carries 0.11; number 27, H, carries 0.11; number 28, H, carries 0.11; number 29, H, carries 0.11; number 30, H, carries 0.13; number 31, H, carries 0.12; number 32, H, carries 0.11; number 33, H, carries 0.08; number 34, H, carries 0.13; number 35, H, carries 0.12; number 36, H, carries 0.11; number 37, H, carries 0.07; number 38, C, carries -0.03; number 39, N, carries -0.10; number 40, C, carries -0.02; number 41, C, carries -0.37; number 42, N, carries 0.06; number 43, C, carries -0.23; number 44, C, carries -0.03; number 45, C, carries -0.07; number 46, C, carries -0.08; number 47, C, carries -0.05; number 48, C, carries -0.27; number 49, N, carries 0.07; number 50, C, carries -0.41; number 51, N, carries -0.15; number 52, C, carries -0.03; number 53, C, carries -0.03; number 54, N, carries -0.11; number 55, C, carries -0.03; number 56, C, carries -0.03; number 57, N, carries -0.13; number 58, C, carries -0.02; number 59, C, carries -0.04; number 60, H, carries 0.08; number 61, H, carries 0.08; number 62, H, carries 0.10; number 63, H, carries 0.08; number 64, H, carries 0.10; number 65, H, carries 0.08; number 66, H, carries 0.11; number 67, H, carries 0.11; number 68, H, carries 0.11; number 69, H, carries 0.12; number 70, H, carries 0.10; number 71, H, carries 0.09; number 72, H, carries 0.10; number 73, H, carries 0.09; number 74, H, carries 0.10; number 75, H, carries 0.10; number 76, H, carries 0.08; number 77, H, carries 0.10; number 78, H, carries 0.09; number 79, H, carries 0.02; number 80, H, carries 0.07; number 81, H, carries 0.10; number 82, H, carries 0.07; number 83, H, carries 0.10; number 84, H, carries 0.11; number 85, H, carries 0.09; number 86, H, carries 0.10; number 87, H, carries 0.10; number 88, C, carries -0.20; number 89, P, carries 0.93; number 90, C, carries -0.23; number 91, C, carries -0.37; number 92, C, carries -0.08; number 93, C, carries -0.07; number 94, C, carries -0.07; number 95, C, carries -0.08; number 96, C, carries -0.12; number 97, H, carries 0.07; number 98, H, carries 0.06; number 99, H, carries 0.04


| no. | orbital gap (eV) | HOMO level (eV) |
| --- | --- | --- |
| 1 | 6.42 | -9.0 |
| 2 | 6.90 | -9.5 |